{
  "formula": "C11H10O3",
  "method": "ωB97M-V/def2-TZVPD",
  "symbols": ["C", "C", "C", "C", "C", "C", "C", "C", "C", "C", "C", "O", "O", "O", "H", "H", "H", "H", "H", "H", "H", "H", "H", "H"],
  "coordinates": [[-1.196, -1.084, 2.321], [0.376, 2.870, 0.253], [-0.659, -1.910, 1.319], [1.046, 1.617, 0.604], [-1.919, -0.112, 1.723], [0.424, 2.863, -1.089], [-1.039, -1.342, 0.070], [1.414, 0.967, -0.526], [-0.718, -2.085, -2.349], [-0.617, -1.491, -1.212], [1.801, -0.388, -0.786], [-1.836, -0.274, 0.330], [0.970, 1.767, -1.592], [1.970, -1.211, 0.277], [-1.281, -1.349, 3.403], [0.046, 3.762, 0.990], [0.070, -2.679, 1.426], [1.283, 1.361, 1.595], [-2.599, 0.528, 2.175], [0.002, 3.457, -1.793], [-0.152, -1.772, -3.267], [-1.497, -2.855, -2.544], [2.027, -0.635, -1.858], [1.202, -1.325, 0.782]],
  "e_lumo_ev": [0.90, -1.11],
  "total_charge": 0,
  "multiplicity": 3,
  "orbital_gap_ev": [7.2, 7.9],
  "s2": 2.066,
  "e_above_lowest_kj_mol": 40.93
}

---

{
  "formula": "C11H11Ca",
  "method": "ωB97M-V/def2-TZVPD",
  "symbols": ["Ca", "C", "C", "C", "C", "C", "C", "H", "H", "H", "H", "H", "H", "C", "C", "C", "C", "C", "H", "H", "H", "H", "H"],
  "coordinates": [[-0.729, -0.240, 0.727], [1.184, -1.919, 0.345], [0.995, -1.946, 1.747], [1.396, -0.778, 2.406], [1.843, 0.375, 1.733], [2.022, 0.361, 0.340], [1.539, -0.752, -0.346], [0.891, -2.765, -0.214], [0.531, -2.812, 2.287], [1.468, -0.663, 3.502], [2.077, 1.216, 2.395], [2.598, 1.173, -0.168], [1.582, -0.812, -1.422], [-2.051, -0.179, -1.631], [-0.825, 0.424, -1.983], [-0.749, 1.679, -1.311], [-2.031, 1.954, -0.723], [-2.816, 0.779, -0.853], [-2.477, -1.135, -1.980], [-0.141, 0.051, -2.791], [0.074, 2.385, -1.077], [-2.489, 2.900, -0.330], [-3.891, 0.706, -0.655]],
  "e_lumo_ev": -4.22,
  "total_charge": 1,
  "multiplicity": 1,
  "orbital_gap_ev": 7.1
}

---

{
  "formula": "C11H11CdN3O5",
  "method": "ωB97M-V/def2-TZVPD",
  "symbols": ["Cd", "C", "O", "C", "O", "C", "O", "C", "O", "C", "H", "H", "C", "H", "H", "C", "N", "C", "C", "C", "N", "C", "O", "N", "H", "H", "H", "H", "H", "H", "H"],
  "coordinates": [[0.145, 1.434, -0.474], [0.172, 2.273, 1.808], [0.191, 2.539, 2.927], [0.148, 3.837, -0.609], [0.145, 4.979, -0.720], [-1.949, 1.732, -0.206], [-3.100, 1.824, -0.161], [2.252, 1.787, -0.289], [3.383, 1.813, -0.264], [0.144, 0.149, -5.123], [1.079, -0.423, -5.063], [-0.790, -0.422, -5.039], [0.141, 1.460, -5.435], [-0.795, 2.003, -5.618], [1.073, 2.002, -5.641], [-2.401, -2.841, 1.874], [-1.104, -2.191, 1.724], [-0.020, -2.649, 2.399], [1.167, -1.985, 2.349], [1.263, -0.768, 1.702], [0.223, -0.380, 0.940], [-1.002, -1.036, 0.923], [-1.976, -0.655, 0.259], [2.402, -0.039, 1.837], [-2.781, -3.200, 0.918], [-3.128, -2.147, 2.303], [-2.309, -3.688, 2.549], [-0.145, -3.552, 2.993], [1.991, -2.322, 2.929], [3.144, -0.489, 2.316], [2.435, 0.955, 1.894]],
  "e_lumo_ev": -8.66,
  "total_charge": 2,
  "multiplicity": 1,
  "orbital_gap_ev": 6.3,
  "e_above_lowest_kj_mol": 233.09
}

---

{
  "formula": "C11H11CdNO2",
  "method": "ωB97M-V/def2-TZVPD",
  "symbols": ["Cd", "C", "H", "H", "H", "H", "H", "O", "C", "O", "C", "C", "C", "C", "C", "C", "C", "C", "C", "N", "H", "H", "H", "H", "H", "H"],
  "coordinates": [[0.690, 0.568, 1.740], [-0.797, 1.266, -2.985], [-1.283, 1.349, -1.922], [0.189, 0.948, -2.656], [-1.368, 0.292, -3.200], [-0.956, 2.292, -2.828], [-0.919, 1.318, -4.228], [-1.127, -2.604, 4.148], [-0.424, -1.866, 3.450], [-0.675, -0.628, 3.115], [0.849, -2.400, 2.836], [1.481, -3.651, 3.011], [2.591, -3.938, 2.218], [3.017, -3.088, 1.157], [4.104, -3.375, 0.271], [4.381, -2.490, -0.768], [3.594, -1.349, -0.987], [2.548, -1.067, -0.129], [2.277, -1.891, 0.976], [1.284, -1.542, 1.880], [1.001, -4.311, 3.759], [3.117, -4.885, 2.386], [4.672, -4.292, 0.452], [5.217, -2.696, -1.427], [3.786, -0.677, -1.819], [1.905, -0.226, -0.318]],
  "e_lumo_ev": [-1.52, -0.94],
  "total_charge": 0,
  "multiplicity": 1,
  "orbital_gap_ev": [4.3, 6.8],
  "e_above_lowest_kj_mol": 535.55
}

---

{
  "formula": "C11H11Cl2NO",
  "method": "ωB97M-V/def2-TZVPD",
  "symbols": ["Cl", "C", "Cl", "N", "C", "C", "O", "C", "C", "C", "C", "C", "C", "C", "C", "H", "H", "H", "H", "H", "H", "H", "H", "H", "H", "H"],
  "coordinates": [[-1.735, 1.246, 1.651], [-2.070, 0.193, 0.159], [-3.239, 1.041, -0.910], [-2.678, -0.991, 0.498], [-2.077, -2.154, -0.097], [-0.604, -1.684, -0.389], [0.246, -2.023, 0.726], [1.546, -1.444, 0.733], [1.480, 0.041, 0.405], [2.543, 0.907, 0.506], [2.502, 2.271, 0.159], [1.361, 2.846, -0.322], [0.412, 1.924, -0.767], [0.396, 0.600, -0.315], [-0.828, -0.188, -0.643], [-3.182, -1.173, 1.305], [-2.508, -2.259, -1.032], [-2.351, -3.048, 0.597], [-0.141, -2.285, -1.332], [2.126, -1.829, -0.100], [1.890, -1.564, 1.672], [3.571, 0.426, 0.865], [3.304, 2.951, 0.333], [1.341, 3.864, -0.582], [-0.462, 2.294, -1.355], [-0.842, 0.039, -1.763]],
  "smiles": "ClC1(Cl)NC[C@@H]2OCc3ccccc3[C@@H]21",
  "e_lumo_ev": 0.75,
  "total_charge": 0,
  "multiplicity": 1,
  "orbital_gap_ev": 9.7,
  "e_above_lowest_kj_mol": 0.00
}

---

{
  "formula": "C11H11CoN3O5",
  "method": "ωB97M-V/def2-TZVPD",
  "symbols": ["Co", "O", "C", "C", "O", "C", "O", "C", "O", "C", "H", "H", "C", "H", "H", "C", "N", "C", "C", "C", "N", "C", "O", "N", "H", "H", "H", "H", "H", "H", "H"],
  "coordinates": [[-1.246, -0.770, 0.072], [-0.824, -1.218, 2.941], [-0.938, -1.039, 1.810], [-1.241, -0.596, -1.709], [-1.067, -0.546, -2.848], [-2.256, 0.610, 0.571], [-2.819, 1.512, 1.031], [-0.421, -2.329, -0.276], [0.056, -3.345, -0.535], [-3.552, -2.184, 0.625], [-3.057, -3.096, 0.977], [-3.929, -1.508, 1.401], [-3.645, -1.887, -0.676], [-4.094, -0.950, -1.025], [-3.276, -2.562, -1.454], [3.991, 0.100, 1.019], [2.816, 0.729, 0.434], [2.919, 1.947, -0.148], [1.832, 2.534, -0.723], [0.607, 1.810, -0.672], [0.511, 0.638, -0.061], [1.617, 0.022, 0.469], [1.592, -1.116, 0.979], [-0.482, 2.372, -1.251], [3.697, -0.867, 1.420], [4.397, 0.732, 1.814], [4.765, -0.025, 0.256], [3.913, 2.390, -0.125], [1.863, 3.507, -1.206], [-0.349, 3.225, -1.769], [-1.379, 1.911, -1.341]],
  "e_lumo_ev": [-11.53, -15.25],
  "total_charge": 3,
  "multiplicity": 5,
  "orbital_gap_ev": [8.4, 6.4],
  "s2": 6.066,
  "e_above_lowest_kj_mol": 0.00
}

---

{
  "formula": "C11H11F8O4P",
  "method": "ωB97M-V/def2-TZVPD",
  "symbols": ["F", "C", "C", "P", "C", "F", "F", "C", "F", "F", "C", "F", "F", "F", "H", "H", "H", "H", "H", "H", "H", "O", "C", "C", "C", "O", "C", "O", "C", "C", "O", "H", "H", "H", "H"],
  "coordinates": [[4.796, -0.308, -0.440], [5.446, 0.556, -1.453], [4.906, 2.104, -1.498], [3.006, 2.301, -1.475], [1.120, 2.664, -1.365], [0.928, 4.037, -1.959], [0.750, 2.779, 0.071], [0.194, 1.617, -2.222], [1.010, 0.384, -2.530], [-0.223, 2.224, -3.539], [-1.148, 1.079, -1.441], [-1.983, 2.142, -0.832], [-2.007, 0.436, -2.502], [-0.734, 0.001, -0.509], [5.438, 0.074, -2.542], [6.597, 0.618, -1.141], [5.382, 2.803, -0.668], [5.276, 2.562, -2.535], [3.217, 3.674, -1.001], [2.919, 2.048, -2.909], [2.810, 1.306, -0.448], [-5.769, -3.004, 3.462], [-4.687, -2.760, 2.940], [-4.558, -1.858, 1.785], [-3.367, -1.627, 1.229], [-3.238, -0.778, 0.146], [-2.131, -2.272, 1.752], [-1.054, -2.055, 1.208], [-2.256, -3.156, 2.921], [-3.447, -3.384, 3.479], [-3.572, -4.212, 4.580], [-5.464, -1.397, 1.414], [-2.281, -0.777, -0.073], [-1.347, -3.605, 3.301], [-4.530, -4.217, 4.795]],
  "smiles": "FCC[PH3]C(F)(F)C(F)(F)C(F)(F)F.O=C1C=C(O)C(=O)C=C1O",
  "e_lumo_ev": -1.51,
  "total_charge": 0,
  "multiplicity": 1,
  "orbital_gap_ev": 8.2
}

---

{
  "formula": "C11H11I",
  "method": "ωB97M-V/def2-TZVPD",
  "symbols": ["C", "C", "C", "C", "C", "I", "C", "C", "C", "C", "C", "C", "H", "H", "H", "H", "H", "H", "H", "H", "H", "H", "H"],
  "coordinates": [[-0.692, -1.569, -1.082], [0.335, -0.962, -0.094], [-0.137, -1.460, 1.266], [1.795, -1.368, -0.260], [2.530, -0.178, -0.135], [4.547, -0.207, -0.036], [1.729, 0.976, -0.108], [1.998, 2.338, 0.043], [0.970, 3.223, -0.040], [-0.336, 2.818, -0.027], [-0.620, 1.495, -0.047], [0.409, 0.562, -0.183], [-0.566, -2.669, -1.035], [-0.396, -1.138, -2.064], [-1.740, -1.262, -0.987], [0.580, -1.562, 2.156], [-0.579, -2.542, 1.166], [-0.897, -0.776, 1.733], [2.273, -2.290, -0.501], [3.041, 2.732, 0.160], [1.313, 4.360, -0.015], [-1.173, 3.596, -0.049], [-1.706, 1.328, -0.024]],
  "smiles": "CC1(C)C=C(I)c2ccccc21",
  "e_lumo_ev": 0.39,
  "total_charge": 0,
  "multiplicity": 1,
  "orbital_gap_ev": 8.6,
  "e_above_lowest_kj_mol": 0.00
}